Entry 1:
A molecular structure, C44H62N8OSbSeSi3Y. Source: the Open Molecules 2025 dataset; level of theory: ωB97M-V/def2-TZVPD.

XYZ file:
```
121
Properties=species:S:1:pos:R:3:forces:R:3
Y -0.205215 0.387849 0.008306 0.377 -0.105 -0.313
C -3.270675 -2.296772 -0.118742 -0.021 0.024 0.048
C -3.947886 -0.962698 -0.276429 0.040 0.011 0.073
C -5.326124 -0.986807 -0.487571 -0.003 0.009 0.013
C -6.019619 0.189577 -0.644194 -0.019 -0.014 0.006
C -5.303552 1.374567 -0.566428 0.014 0.014 -0.004
C -3.936043 1.337873 -0.339151 -0.002 0.037 0.003
N -3.246339 0.183769 -0.209529 0.105 -0.007 0.116
Sb -3.123272 3.318020 -0.170012 -0.036 -0.029 0.008
C -1.537285 3.128245 -1.659037 -0.030 0.023 0.008
C -1.322429 4.348074 -2.288786 0.010 0.008 -0.012
C -0.816519 4.374979 -3.580249 -0.012 -0.013 -0.003
C -0.564878 3.171086 -4.199983 -0.006 0.022 0.014
C -0.715027 1.981760 -3.489967 -0.008 -0.007 -0.038
C -0.358705 0.705395 -4.190835 0.040 0.006 0.002
N -1.174056 1.954844 -2.225295 -0.095 0.005 0.260
C -2.449673 3.243048 1.882589 0.032 0.078 -0.123
C -2.154642 4.484498 2.436010 0.061 -0.035 0.011
C -2.148110 4.607155 3.815675 -0.016 -0.010 0.004
C -2.474150 3.499710 4.576622 0.028 -0.013 -0.020
C -2.747441 2.288778 3.947387 -0.005 0.011 0.043
C -3.114101 1.076927 4.747817 0.025 0.020 0.051
N -2.718176 2.161316 2.612068 -0.102 -0.026 -0.032
H -3.748885 -2.860806 0.682245 -0.017 -0.006 0.007
H -3.388032 -2.884737 -1.031649 0.001 -0.014 -0.006
H -2.218576 -2.204418 0.114575 0.026 -0.029 -0.001
H -5.833407 -1.941940 -0.524151 -0.005 -0.011 0.001
H -7.088246 0.193125 -0.812443 -0.007 -0.003 -0.002
H -5.809469 2.325476 -0.672232 -0.005 -0.001 -0.005
H -1.615886 5.268878 -1.800573 -0.001 0.005 -0.001
H -0.665623 5.313084 -4.097787 0.008 0.004 -0.006
H -0.221041 3.130827 -5.224519 0.010 0.006 -0.021
H 0.606275 0.804335 -4.689337 -0.029 -0.015 -0.012
H -0.316291 -0.135265 -3.508737 -0.003 0.027 -0.023
H -1.093543 0.500046 -4.970563 -0.022 -0.002 -0.012
H -1.971831 5.344822 1.803380 0.001 0.005 0.002
H -1.932826 5.557846 4.284592 0.008 0.014 0.018
H -2.525184 3.564732 5.654519 0.003 0.003 0.015
H -3.144984 1.302688 5.811702 -0.018 0.004 -0.004
H -4.093490 0.706178 4.441845 0.001 -0.008 -0.015
H -2.390553 0.277958 4.588518 0.008 0.062 0.056
C 0.965176 3.110838 1.186468 0.041 -0.154 -0.024
Si 1.725328 1.772765 2.329518 -0.069 -0.080 0.037
C 3.165623 2.656204 3.141951 -0.027 0.018 0.004
C 0.481014 1.557807 3.723873 0.017 -0.023 -0.068
C 2.013347 0.225395 1.314010 -0.098 -0.204 0.068
Si 3.842184 0.238360 0.779376 0.025 -0.034 0.024
C 4.983170 -0.087131 2.251341 0.002 0.015 -0.059
C 4.507548 1.856127 0.065012 -0.067 0.035 -0.038
C 4.337002 -1.108443 -0.457577 -0.034 0.079 0.035
Si 1.938302 -1.277613 2.408337 -0.071 0.032 -0.025
C 2.476218 -1.117752 4.213784 0.015 0.038 -0.046
C 2.782478 -2.863225 1.834900 -0.046 0.080 0.104
C 0.089214 -1.725836 2.591735 -0.032 -0.019 -0.112
C -0.283399 -2.699204 3.514923 -0.005 0.006 -0.004
C -1.607390 -2.864200 3.879690 0.003 0.012 -0.001
C -2.543499 -1.999214 3.338506 0.011 -0.027 -0.043
C -2.127926 -1.072310 2.405174 0.036 -0.062 0.000
N -0.854889 -0.961446 1.983852 -0.083 0.070 0.152
H 0.413999 3.839568 1.779582 -0.030 0.003 0.032
H 0.260685 2.814094 0.388907 -0.112 0.141 -0.076
H 1.770846 3.642475 0.678338 0.014 -0.011 -0.025
H 2.802335 3.633072 3.473736 -0.010 0.022 0.014
H 4.039662 2.823468 2.515684 -0.027 -0.010 0.021
H 3.483749 2.118326 4.036050 0.019 -0.011 0.015
H 0.088737 2.533686 4.011406 0.007 0.074 0.007
H 0.970340 1.135286 4.600170 0.012 -0.027 0.048
H -0.365448 0.920978 3.471393 -0.022 0.038 0.038
H 4.912343 0.650902 3.047954 -0.002 0.029 -0.001
H 6.004131 -0.044187 1.862159 0.025 -0.003 -0.004
H 4.863172 -1.071583 2.699503 0.010 -0.044 0.048
H 5.532989 1.972026 0.424444 0.012 -0.003 0.010
H 3.971612 2.759624 0.356005 -0.006 -0.005 -0.050
H 4.570541 1.823542 -1.023258 -0.035 0.023 -0.062
H 5.200781 -1.644053 -0.058624 0.006 -0.022 0.008
H 4.643659 -0.683110 -1.413584 0.001 0.040 -0.062
H 3.564801 -1.845279 -0.655437 -0.091 -0.061 -0.037
H 3.205545 -0.320013 4.351368 0.009 0.015 0.016
H 2.952764 -2.044917 4.539386 0.012 -0.014 0.013
H 1.639762 -0.923997 4.883589 -0.033 -0.004 0.017
H 3.856855 -2.816448 2.002469 0.054 -0.002 0.012
H 2.635459 -3.134573 0.798436 -0.045 -0.033 -0.157
H 2.401714 -3.679664 2.455134 -0.004 -0.008 0.008
H 0.486849 -3.299902 3.980855 0.012 -0.023 0.007
H -1.895280 -3.616868 4.601585 -0.009 -0.013 0.009
H -3.582261 -2.026138 3.637998 -0.002 -0.006 0.002
H -2.826765 -0.361863 1.995960 -0.045 0.016 -0.054
C -2.736232 -1.045250 -3.140817 0.027 0.011 -0.033
N -1.788330 -2.150056 -3.083135 -0.036 -0.038 -0.032
C -2.106479 -3.261739 -3.979389 0.003 -0.006 -0.028
C -0.909718 -4.168421 -4.143423 -0.016 -0.016 0.023
C -0.448169 -4.602248 -2.771424 0.002 -0.004 -0.054
N -0.243904 -3.432631 -1.914044 -0.038 0.044 -0.029
C 0.668772 -3.643992 -0.805624 0.036 0.006 0.051
C -0.886356 -2.270463 -2.096654 -0.072 0.052 0.142
O -0.640480 -1.277348 -1.325473 0.145 -0.079 -0.037
H -2.803310 -0.691684 -4.167435 -0.007 0.011 -0.025
H -2.423233 -0.232269 -2.495006 -0.014 -0.040 -0.058
H -3.726462 -1.391605 -2.834993 0.021 0.011 -0.035
H -2.406753 -2.829484 -4.933864 -0.003 -0.011 0.005
H -2.964886 -3.816579 -3.584502 -0.011 0.004 -0.004
H -0.107252 -3.636435 -4.658544 0.006 0.006 -0.008
H -1.176857 -5.037184 -4.742341 0.008 -0.001 -0.008
H 0.503277 -5.131670 -2.827450 -0.010 -0.003 0.005
H -1.172555 -5.275190 -2.303182 0.003 0.003 0.003
H 0.676865 -2.787068 -0.142725 -0.004 0.013 0.014
H 0.354446 -4.521080 -0.237401 -0.003 0.004 0.007
H 1.677522 -3.819751 -1.184003 0.038 0.001 0.038
Se 2.003963 2.788215 -1.963002 0.119 -0.072 0.129
N 1.578534 1.056736 -1.708290 -0.020 0.151 -0.009
C 2.240076 0.364431 -2.632085 -0.021 0.072 0.013
C 2.141468 -1.041797 -2.852353 0.104 -0.044 0.040
C 2.825103 -1.593332 -3.883080 0.009 0.004 0.090
C 3.661260 -0.815564 -4.749666 0.022 0.056 -0.039
C 3.793728 0.519667 -4.579496 0.009 -0.024 -0.024
C 3.064345 1.151594 -3.523438 -0.055 0.009 0.087
N 3.049911 2.456430 -3.317457 0.045 -0.036 -0.107
H 1.550797 -1.644277 -2.183036 0.033 0.004 0.001
H 2.768351 -2.661312 -4.050227 -0.012 -0.028 -0.006
H 4.195912 -1.316040 -5.544937 0.006 -0.003 -0.009
H 4.419043 1.127853 -5.217260 0.012 0.008 -0.009
```
Forces are in eV/Å.

Output
Charge: +2
E_HOMO (eV): -12.66

Entry 2:
A molecular structure, C44H63IrN5OP2S2Si. Source: the Open Molecules 2025 dataset; level of theory: ωB97M-V/def2-TZVPD.

XYZ file:
```
119
Properties=species:S:1:pos:R:3:forces:R:3
Ir 0.098326 -0.328621 -0.103752 -0.416 -0.144 -0.095
C -3.690713 3.382922 -1.479641 0.349 0.030 -0.103
Si -2.186469 2.272313 -1.407034 -0.084 0.393 -0.271
C -0.635178 3.232681 -0.918005 -0.227 -0.129 -0.039
C -0.807451 4.518176 -0.425600 -0.110 -0.017 0.021
C 0.267474 5.296912 -0.001156 0.059 0.015 0.008
C 1.564678 4.784217 -0.058722 -0.012 -0.006 0.054
C 1.771168 3.514660 -0.539054 0.055 -0.007 -0.057
C 0.693385 2.715912 -1.006978 0.063 -0.034 -0.052
P 1.438372 1.145645 1.830328 0.110 -0.243 0.246
C 0.751740 2.055485 3.305139 0.123 -0.037 -0.261
C 1.196766 3.528781 3.412276 -0.096 0.092 0.119
C 0.917664 4.036111 4.825424 0.115 -0.015 -0.034
C 1.851536 3.352541 5.832033 -0.088 -0.047 -0.039
C 2.103409 1.874955 5.472245 -0.046 0.045 0.019
C 0.967184 1.288762 4.635718 0.133 -0.013 0.040
C 3.194792 0.649389 2.197063 -0.202 0.166 -0.103
C 3.677877 -0.270071 1.044945 0.027 0.037 -0.021
C 5.086346 0.067791 0.553599 -0.010 -0.062 0.162
C 6.043094 0.197881 1.734476 -0.055 0.020 -0.046
C 5.580479 1.295912 2.716335 -0.010 -0.018 -0.134
C 4.171275 1.815232 2.407216 0.084 -0.040 0.075
C -1.972954 1.477229 -3.104587 0.026 -0.242 0.293
C -2.125539 2.397312 -4.144918 -0.051 0.159 0.198
C -2.109535 2.017768 -5.475356 -0.005 -0.090 -0.113
C -1.985884 0.675349 -5.788456 -0.005 0.072 -0.005
C -1.840201 -0.258926 -4.775031 0.013 -0.074 0.052
C -1.794494 0.118514 -3.433079 0.102 0.049 -0.009
P -1.472310 -1.127595 -2.124097 -0.189 -0.463 -0.018
C -3.146035 -1.404597 -1.340538 0.187 0.213 -0.038
C -3.118899 -1.012765 0.143649 -0.322 -0.060 -0.062
C -4.525789 -0.706509 0.677019 0.053 -0.065 -0.048
C -5.537107 -1.642816 0.022542 0.042 0.098 -0.050
C -5.652866 -1.343412 -1.482244 0.050 -0.017 0.081
C -4.341337 -0.796929 -2.077283 -0.076 -0.135 0.048
C -1.276998 -2.757383 -3.014080 0.166 0.229 0.101
C -0.041768 -2.823207 -3.959293 -0.030 -0.070 0.039
C 0.794886 -4.089553 -3.764361 -0.144 0.027 -0.083
C -0.079187 -5.340084 -3.822878 0.049 0.069 0.065
C -1.263422 -5.246102 -2.832775 0.077 0.023 0.031
C -1.252516 -3.938431 -2.035439 -0.101 -0.029 -0.018
H -3.511866 4.257601 -2.109246 -0.056 -0.004 0.041
H -3.993945 3.729626 -0.491244 0.063 -0.015 0.029
H -4.531021 2.837742 -1.912713 0.030 -0.049 -0.004
H -1.804296 4.941432 -0.377875 0.032 0.004 0.045
H 0.096840 6.299063 0.369629 -0.006 0.000 -0.015
H 2.402268 5.386573 0.267846 -0.004 0.005 -0.018
H 2.778490 3.121852 -0.622338 -0.005 -0.013 0.036
H -0.326038 2.096155 3.091414 0.042 0.121 -0.026
H 0.661763 4.122330 2.671648 0.001 -0.011 -0.065
H 2.259614 3.641563 3.200085 0.025 -0.010 -0.057
H -0.126667 3.831300 5.079497 -0.020 0.048 -0.009
H 1.047467 5.117706 4.868412 -0.043 -0.004 0.019
H 1.420046 3.430280 6.830560 0.033 -0.016 0.013
H 2.806088 3.880180 5.862786 -0.005 0.020 0.017
H 2.208450 1.283105 6.381779 0.074 -0.018 -0.022
H 3.043708 1.773022 4.925712 -0.040 -0.031 0.061
H 0.046751 1.342980 5.224906 -0.008 -0.029 -0.004
H 1.162819 0.228413 4.445581 -0.074 -0.011 0.050
H 3.150785 0.076398 3.130925 0.016 0.005 0.010
H 2.984637 -0.198968 0.202152 0.004 -0.041 -0.032
H 3.660008 -1.309993 1.383827 -0.066 -0.017 -0.031
H 5.071436 0.995907 -0.023963 0.023 -0.007 -0.035
H 5.427843 -0.722225 -0.118269 -0.011 0.042 -0.053
H 7.049379 0.406149 1.372655 0.020 -0.023 0.049
H 6.086299 -0.766358 2.247191 0.033 -0.002 -0.005
H 6.266832 2.142812 2.689406 0.015 -0.011 0.043
H 5.600481 0.907559 3.736473 -0.007 0.045 0.030
H 4.187946 2.446927 1.515116 -0.026 0.028 0.010
H 3.854941 2.442394 3.237385 -0.036 0.058 -0.089
H -2.270538 3.445825 -3.903896 0.014 -0.015 -0.069
H -2.221674 2.756262 -6.257720 0.018 0.011 0.016
H -2.002963 0.345708 -6.818793 -0.031 0.014 0.001
H -1.789099 -1.296670 -5.057335 0.105 -0.107 0.016
H -3.273669 -2.487803 -1.379146 -0.027 0.091 0.012
H -2.211226 0.262433 1.400614 -0.062 0.113 0.172
H -2.692812 -1.847266 0.709639 0.078 0.035 0.035
H -4.779306 0.328079 0.439255 -0.009 0.009 0.037
H -4.533375 -0.811122 1.764074 -0.001 0.033 0.004
H -6.512086 -1.535597 0.495542 0.013 -0.049 0.037
H -5.220338 -2.677531 0.184050 -0.041 -0.018 0.006
H -6.443275 -0.611182 -1.651300 -0.025 -0.030 -0.022
H -5.945852 -2.255306 -2.004572 -0.019 0.033 -0.049
H -4.313313 0.289995 -1.997846 -0.005 0.013 -0.036
H -4.292820 -1.040879 -3.139487 0.026 0.077 -0.015
H -2.201168 -2.853103 -3.596015 0.019 -0.011 -0.058
H 0.586489 -1.934077 -3.843164 -0.026 -0.010 -0.055
H -0.374867 -2.837331 -4.997023 -0.057 0.164 -0.035
H 1.312737 -4.065815 -2.808727 0.059 0.016 0.042
H 1.558686 -4.128364 -4.543761 0.028 -0.008 0.040
H 0.534945 -6.212337 -3.598252 -0.036 -0.034 -0.051
H -0.448819 -5.469926 -4.841376 -0.002 -0.023 -0.001
H -1.253035 -6.088485 -2.140758 -0.015 -0.007 -0.006
H -2.207119 -5.302800 -3.379281 -0.031 -0.032 0.039
H -0.369661 -3.882560 -1.395663 0.024 -0.001 0.028
H -2.119668 -3.925509 -1.371484 0.086 -0.052 -0.005
N -1.536516 -0.357365 3.371705 -0.193 -0.032 -0.176
C -0.928042 -1.521128 2.977688 0.012 -0.390 0.239
N -0.205396 -1.645509 1.897106 0.097 0.160 -0.162
C 0.326896 -2.918508 1.793860 -0.217 -0.217 0.221
C -0.062225 -3.778805 2.763850 0.032 0.011 -0.055
S -1.077578 -2.984184 3.897944 0.063 0.254 -0.169
C 1.273924 -3.174590 0.721374 0.304 -0.249 -0.145
C 2.126307 -4.217398 0.612575 -0.073 0.037 0.080
S 3.162992 -4.015218 -0.749839 -0.058 0.252 -0.039
C 2.372440 -2.510293 -1.104117 0.176 -0.228 0.072
N 1.401750 -2.220986 -0.273953 -0.390 0.365 0.114
N 2.760478 -1.699385 -2.103824 -0.019 0.036 0.005
H -0.977281 0.474108 3.233256 0.014 -0.100 0.038
H -1.971283 -0.384841 4.281771 -0.028 0.041 -0.001
H 0.200621 -4.816656 2.885599 -0.029 0.006 -0.018
H 2.234232 -5.067263 1.266071 0.016 0.018 -0.009
H 3.444024 -1.991460 -2.779358 -0.019 -0.031 -0.036
H 2.181671 -0.904258 -2.317979 0.009 -0.011 -0.063
C 0.975723 1.445219 -1.568123 0.384 0.796 -0.380
H 0.325525 1.126978 -2.381815 -0.097 -0.275 0.209
H 2.035530 1.241402 -1.710432 -0.030 -0.145 0.118
O -2.688633 1.286988 -0.155135 -0.345 -0.140 0.162
N -2.186191 0.101537 0.399213 0.706 -0.117 -0.031
```
Forces are in eV/Å.

Output
Spin multiplicity: 6
Charge: +2
E_HOMO (spin up / spin down) (eV): -11.58 / -13.13
<S²>: 8.7879

| no. | DFT total energy (eV) |
| --- | --- |
| 1 | -157155.5512 |
| 2 | -107099.2344 |